Entry 1:
Below is a structure of composition C41H42CoP2Se in a non-equilibrium geometry, with properties calculated with ωB97M-V with the def2-TZVPD basis set.

The geometry in XYZ format:
```
87
Properties=species:S:1:pos:R:3:mulliken_charge:R:1
Co -3.806 -2.504 -0.488 0.030
C -4.686 -3.434 1.508 0.081
C -3.747 -2.420 1.654 -0.632
C -2.257 -2.548 1.958 -0.222
C -1.327 -2.898 0.757 -0.714
C -1.990 -3.558 -0.429 -0.321
C -2.819 -4.683 -0.363 -0.758
C -3.171 -5.409 0.881 -0.748
C -4.506 -4.911 1.512 -0.167
C -4.054 -1.127 -1.769 -1.296
H -5.742 -3.133 1.519 0.604
H -4.151 -1.397 1.735 0.587
H -2.079 -3.244 2.796 0.473
H -1.923 -1.559 2.335 -0.436
H -0.872 -1.958 0.404 0.214
H -0.484 -3.518 1.106 0.377
H -1.546 -3.336 -1.410 0.707
H -3.067 -5.218 -1.296 0.621
H -2.365 -5.357 1.631 0.263
H -3.306 -6.480 0.636 0.478
H -5.338 -5.338 0.928 -0.276
H -4.607 -5.361 2.520 0.437
H -5.090 -0.749 -1.680 0.307
H -3.875 -1.537 -2.782 0.279
H -3.331 -0.328 -1.536 0.376
P 2.622 3.557 0.740 0.113
P 3.893 2.176 -1.796 0.038
C 3.943 2.329 0.958 -0.584
C 4.605 1.882 -0.151 -0.766
C 3.165 4.953 1.827 0.195
C 4.078 4.793 2.882 0.101
C 4.343 5.862 3.753 -0.553
C 3.780 7.123 3.521 -0.470
C 2.956 7.311 2.402 -0.498
C 2.654 6.240 1.562 -0.403
C 1.298 2.694 1.657 0.573
C 0.753 1.567 1.013 -0.752
C -0.245 0.831 1.641 0.158
C -0.717 1.226 2.898 -0.597
C -0.175 2.348 3.533 -0.651
C 0.836 3.088 2.917 -0.492
C 5.491 2.580 -2.665 0.323
C 6.101 3.800 -2.311 -0.382
C 7.375 4.114 -2.787 -0.514
C 8.039 3.246 -3.663 -0.484
C 7.406 2.066 -4.068 -0.500
C 6.132 1.737 -3.585 -0.376
C 3.556 0.494 -2.414 0.372
C 2.782 0.382 -3.585 -0.430
C 2.600 -0.866 -4.168 -0.590
C 3.150 -2.005 -3.574 -0.506
C 3.857 -1.899 -2.373 -0.659
C 4.040 -0.651 -1.774 -0.056
H 4.112 1.949 1.979 0.645
H 5.591 1.403 -0.108 0.748
H 4.577 3.834 3.022 0.274
H 4.999 5.705 4.614 0.374
H 3.996 7.954 4.200 0.360
H 2.554 8.305 2.193 0.365
H 2.019 6.390 0.688 0.371
H 1.130 1.278 0.030 0.412
H -0.664 -0.040 1.140 0.030
H -1.511 0.657 3.377 0.370
H -0.545 2.650 4.511 0.364
H 1.267 3.957 3.417 0.312
H 5.581 4.484 -1.636 0.402
H 7.857 5.038 -2.464 0.362
H 9.046 3.484 -4.018 0.350
H 7.912 1.385 -4.754 0.366
H 5.655 0.809 -3.904 0.272
H 2.343 1.277 -4.028 0.377
H 2.037 -0.953 -5.096 0.416
H 3.035 -2.977 -4.046 0.411
H 4.278 -2.783 -1.897 0.402
H 4.566 -0.561 -0.824 0.378
Se -5.283 -3.744 -1.544 -0.082
C -6.990 -3.638 -0.701 0.102
C -7.627 -4.779 -0.156 -0.265
C -8.847 -4.648 0.512 -0.605
C -9.436 -3.384 0.661 -0.416
C -8.853 -2.266 0.048 -0.524
C -7.639 -2.391 -0.633 -0.295
H -7.152 -5.755 -0.269 0.493
H -9.338 -5.537 0.923 0.359
H -10.337 -3.258 1.273 0.362
H -9.335 -1.285 0.094 0.369
H -7.178 -1.533 -1.121 0.266
```

Output
Largest force on an atom in hartree/bohr: 0.0623
Energy in a.u.: -6054.25767
Gap between HOMO and LUMO (spin up / spin down) in eV: 7.300 / 6.989
Multiplicity: 4
<S²>: 3.785


Entry 2:
Below is a structure of composition C41H43BKN15OS2, with properties calculated with ωB97M-V with the def2-TZVPD basis set.

The geometry in XYZ format:
```
104
Properties=species:S:1:pos:R:3:mulliken_charge:R:1
K 0.099 -0.092 0.532 1.349
C 4.113 -0.977 0.851 -1.159
C 3.313 -2.169 0.432 0.541
C 3.726 -3.504 0.251 -1.597
C 2.577 -4.176 -0.102 -0.131
N 1.562 -3.288 -0.103 0.350
N 2.014 -2.057 0.224 -0.160
B 0.094 -3.546 -0.458 -0.199
N -0.327 -2.875 -1.788 0.537
C -0.868 -3.414 -2.899 -0.200
C -1.115 -2.397 -3.792 -1.459
C -0.707 -1.231 -3.120 0.168
C -0.673 0.173 -3.638 -1.125
N -0.236 -1.531 -1.914 -0.025
N -0.844 -2.983 0.643 2.134
C -2.187 -2.906 0.528 -0.450
C -2.706 -2.589 1.761 -1.695
C -1.574 -2.482 2.596 0.408
C -1.514 -2.108 4.043 -0.800
N -0.462 -2.735 1.917 -1.129
N -0.145 -5.068 -0.529 0.845
C -0.650 -5.837 0.459 -0.200
C -0.516 -7.153 0.084 -1.176
C 0.103 -7.095 -1.181 0.793
C 0.477 -8.219 -2.092 -1.335
N 0.328 -5.839 -1.537 -1.341
H 5.109 -0.998 0.408 0.398
H 4.231 -0.945 1.937 0.207
H 3.609 -0.060 0.545 0.089
H 4.718 -3.911 0.355 0.407
H 2.411 -5.208 -0.363 0.463
H -0.995 -4.479 -2.982 0.556
H -1.533 -2.483 -4.780 0.481
H -1.590 0.424 -4.175 0.315
H 0.160 0.308 -4.331 0.344
H -0.546 0.882 -2.821 0.126
H -2.670 -3.092 -0.419 0.743
H -3.742 -2.452 2.025 0.619
H -2.185 -2.727 4.641 0.441
H -1.802 -1.063 4.196 -0.180
H -0.497 -2.236 4.411 0.349
H -1.051 -5.394 1.356 0.434
H -0.820 -8.026 0.637 0.401
H 0.967 -9.025 -1.544 0.327
H 1.154 -7.856 -2.863 0.364
H -0.403 -8.640 -2.583 0.255
S -4.703 1.426 -0.945 -0.203
C -5.428 0.709 -2.357 0.696
C -6.660 1.058 -2.962 0.068
N -7.662 1.340 -3.451 -0.465
C -4.512 -0.236 -2.691 -0.529
S -3.278 0.014 -1.479 0.818
C -4.530 -1.152 -3.771 0.056
N -4.541 -1.879 -4.662 -0.501
C 0.799 2.124 6.210 -0.665
C 0.942 3.331 5.531 -0.680
C 1.020 3.372 4.149 -0.412
C 0.957 2.183 3.396 -0.519
C 0.781 0.973 4.094 0.017
C 0.720 0.945 5.473 -0.481
N 1.085 2.093 2.028 0.622
N 1.362 3.243 1.442 -0.637
C 1.639 3.140 0.105 -0.141
C 1.978 4.340 -0.567 -0.797
C 2.324 4.303 -1.892 -0.313
C 2.341 3.073 -2.563 -0.914
C 1.980 1.951 -1.841 -0.452
N 1.628 1.959 -0.556 0.333
H 0.766 2.103 7.293 0.521
H 1.007 4.258 6.091 0.365
H 1.166 4.306 3.625 0.450
H 0.737 0.048 3.528 0.432
H 0.615 -0.008 5.980 0.416
H 1.967 5.260 0.001 0.452
H 2.591 5.216 -2.412 0.358
H 2.619 2.992 -3.605 0.414
H 1.969 0.975 -2.319 0.525
C -4.623 -1.296 6.422 -1.031
C -4.869 0.207 6.403 -0.767
N -3.953 0.909 5.506 0.400
C -2.656 1.267 6.068 0.048
C -2.712 2.499 6.960 -1.426
C -4.252 0.865 4.181 0.133
O -5.255 0.293 3.770 -0.701
C -3.343 1.531 3.190 -0.293
C -2.739 2.773 3.342 0.582
C -1.987 3.290 2.304 -0.795
C -1.862 2.548 1.142 -0.604
N -2.452 1.363 0.968 0.364
C -3.174 0.874 1.976 -0.574
H -5.313 -1.786 7.111 0.466
H -3.605 -1.529 6.741 0.243
H -4.779 -1.708 5.426 0.230
H -4.739 0.632 7.399 0.347
H -5.887 0.413 6.077 0.450
H -1.935 1.413 5.268 -0.314
H -2.289 0.411 6.645 0.393
H -3.057 3.371 6.402 0.259
H -1.717 2.718 7.348 0.334
H -3.387 2.356 7.805 0.402
H -2.856 3.335 4.259 0.337
H -1.474 4.236 2.394 0.309
H -1.266 2.921 0.316 0.513
H -3.653 -0.082 1.814 0.777
```

Output
Largest force on an atom in hartree/bohr: 0.0044
Net charge: -1
Energy in a.u.: -3906.13184
Gap between HOMO and LUMO (spin up / spin down) in eV: 4.911 / 6.893
Multiplicity: 2
<S²>: 0.774


Entry 3:
Below is a structure of composition C41H43BrN4O5S2Sc in a non-equilibrium geometry, with properties calculated with ωB97M-V with the def2-TZVPD basis set.

The geometry in XYZ format:
```
97
Properties=species:S:1:pos:R:3:mulliken_charge:R:1
Sc -0.182 -0.187 0.217 -0.197
C -1.894 0.386 -4.242 -1.452
C -1.506 0.907 -2.881 1.221
O -0.619 0.195 -2.214 -0.269
C -2.055 2.042 -2.390 -1.801
C -1.806 2.361 -0.984 1.561
C -1.227 3.684 -0.594 -1.265
N -2.143 1.526 -0.057 -0.028
N -3.127 0.607 -0.309 -0.313
C -2.929 -0.661 -0.307 0.237
O -1.764 -1.257 -0.289 -0.461
C -4.152 -1.509 -0.254 0.495
C -4.028 -2.871 0.003 0.003
C -5.155 -3.671 0.114 -0.838
C -6.418 -3.120 -0.037 -0.478
C -6.548 -1.762 -0.302 -0.791
C -5.425 -0.960 -0.409 -0.228
H -1.021 0.237 -4.873 0.150
H -2.593 1.061 -4.735 0.452
H -2.370 -0.589 -4.114 0.262
H -2.718 2.664 -2.979 0.242
H -1.761 4.474 -1.130 0.414
H -0.170 3.747 -0.846 0.147
H -1.328 3.824 0.480 0.197
H -3.034 -3.282 0.129 0.251
H -5.049 -4.729 0.323 0.404
H -7.300 -3.744 0.048 0.390
H -7.533 -1.327 -0.421 0.401
H -5.504 0.099 -0.610 0.437
N 1.656 -0.543 1.883 0.696
C 3.018 -1.046 2.044 -0.335
C 3.098 -2.567 2.037 -1.074
C 2.801 -3.232 0.686 -0.380
C 1.323 -3.558 0.441 -0.666
N 0.629 -2.513 -0.315 0.016
H 1.702 0.485 1.907 -0.600
H 1.098 -0.846 2.674 0.248
H 3.457 -0.690 2.986 0.463
H 3.632 -0.643 1.236 0.002
H 2.400 -2.953 2.787 0.343
H 4.106 -2.846 2.357 0.480
H 3.367 -4.165 0.636 0.444
H 3.161 -2.588 -0.123 0.040
H 0.806 -3.656 1.394 0.306
H 1.254 -4.520 -0.083 0.460
H -0.364 -2.736 -0.330 0.204
H 0.938 -2.508 -1.279 -0.002
Br -6.998 -1.714 5.038 -0.238
C -5.296 -1.527 4.203 0.186
C -4.440 -2.616 4.182 -0.679
C -3.200 -2.470 3.583 -0.002
C -2.826 -1.253 3.027 0.352
C -3.705 -0.178 3.048 -0.100
C -4.953 -0.312 3.638 -0.730
C -1.475 -1.119 2.377 0.359
O -0.778 -2.132 2.224 -0.582
O -1.114 0.052 2.016 -0.434
H -4.742 -3.556 4.624 0.427
H -2.505 -3.297 3.526 0.429
H -3.403 0.749 2.577 0.421
H -5.651 0.513 3.659 0.446
O 1.529 0.143 -0.887 0.348
S 1.516 1.093 -2.060 0.596
C 3.287 1.621 -2.061 0.862
C 3.745 2.509 -3.023 -0.498
C 5.087 2.855 -3.062 -0.733
C 5.969 2.326 -2.129 -0.597
C 5.501 1.469 -1.144 -0.452
C 4.159 1.121 -1.110 -0.372
C 1.878 0.070 -3.508 0.482
C 2.367 -1.210 -3.314 -0.452
C 2.639 -2.020 -4.404 -0.835
C 2.443 -1.540 -5.692 -0.579
C 1.989 -0.243 -5.881 -0.647
C 1.702 0.564 -4.790 -0.546
H 3.056 2.934 -3.745 0.357
H 5.445 3.541 -3.820 0.408
H 7.018 2.592 -2.166 0.375
H 6.179 1.079 -0.396 0.457
H 3.759 0.475 -0.344 -0.072
H 2.552 -1.541 -2.299 0.434
H 3.010 -3.026 -4.249 0.452
H 2.644 -2.174 -6.546 0.378
H 1.846 0.141 -6.884 0.424
H 1.335 1.573 -4.934 0.450
S 1.590 2.448 0.925 -0.323
C 1.786 3.287 2.448 0.288
C 2.730 2.858 3.392 -0.244
C 2.924 3.542 4.582 -0.695
C 2.178 4.676 4.876 -0.400
C 1.229 5.108 3.958 -0.665
C 1.036 4.428 2.767 -0.464
H 3.321 1.977 3.169 0.276
H 3.668 3.190 5.288 0.360
H 2.328 5.209 5.807 0.352
H 0.633 5.987 4.177 0.357
H 0.292 4.774 2.060 0.272
```

Output
Largest force on an atom in hartree/bohr: 0.0358
Net charge: -1
Energy in a.u.: -6314.72181
Gap between HOMO and LUMO in eV: 6.503


Entry 4:
Below is a structure of composition C41H44FeN5O2Te in a non-equilibrium geometry, with properties calculated with ωB97M-V with the def2-TZVPD basis set.

The geometry in XYZ format:
```
94
Properties=species:S:1:pos:R:3:mulliken_charge:R:1
Fe 0.397 -0.304 -0.278 -2.142
O 6.419 -0.187 3.178 -0.616
N 5.491 -0.021 3.941 1.035
O 5.583 0.087 5.139 -0.598
C 4.129 0.088 3.339 -0.641
C 3.104 0.006 4.186 -0.660
C 1.753 0.042 3.708 1.306
C 0.638 0.010 4.561 -0.814
C -0.621 0.058 4.024 -1.589
C -0.759 0.115 2.632 -0.623
N 0.272 0.112 1.817 0.880
C 1.521 0.104 2.346 -0.849
C 2.633 0.249 1.426 -0.075
N 2.316 0.416 0.102 1.369
C 3.307 0.637 -0.734 -0.250
C 4.643 0.693 -0.339 -1.121
C 4.970 0.499 0.974 -0.813
C 3.946 0.267 1.914 1.228
H 3.311 -0.104 5.243 0.609
H 0.790 -0.028 5.634 0.496
H -1.504 0.044 4.648 0.534
H -1.735 0.183 2.159 0.898
H 3.042 0.789 -1.775 0.257
H 5.409 0.896 -1.074 0.499
H 6.001 0.531 1.291 0.609
C 2.207 -2.850 0.049 -1.571
C 1.307 -2.615 -1.174 3.107
C 2.073 -2.894 -2.464 -1.782
C 0.024 -3.434 -1.015 -0.149
C 0.069 -4.794 -1.275 -0.461
C -1.049 -5.589 -1.074 -1.640
C -2.175 -5.025 -0.512 -0.606
C -2.263 -3.666 -0.198 0.262
C -3.507 -3.280 0.616 0.049
C -3.354 -2.108 1.588 -1.384
C -4.785 -3.141 -0.226 -1.359
C -1.177 -2.851 -0.546 0.157
N -1.221 -1.422 -0.489 2.300
C -2.317 -0.776 -0.846 -1.544
C -2.391 0.616 -0.774 0.396
C -3.503 1.467 -0.948 -1.778
C -3.065 2.731 -0.621 -0.981
C -1.689 2.618 -0.274 -0.668
N -1.275 1.362 -0.369 1.329
C -0.821 3.761 0.205 2.550
C 0.636 3.323 0.353 -1.311
C -1.346 4.210 1.580 -1.714
C -0.908 4.926 -0.787 -1.781
H 3.134 -2.272 -0.010 0.364
H 2.478 -3.907 0.091 0.559
H 1.694 -2.614 0.985 0.204
H 1.030 -1.546 -1.283 -0.667
H 2.444 -3.919 -2.489 0.427
H 2.940 -2.232 -2.540 0.392
H 1.438 -2.741 -3.339 0.382
H 0.986 -5.246 -1.636 0.358
H -1.023 -6.645 -1.310 0.386
H -3.021 -5.660 -0.274 0.503
H -3.661 -4.154 1.252 0.811
H -3.399 -1.134 1.098 0.139
H -2.413 -2.181 2.142 0.271
H -4.173 -2.139 2.309 0.574
H -4.873 -2.149 -0.675 0.271
H -5.665 -3.283 0.405 0.405
H -4.820 -3.883 -1.024 0.369
H -3.169 -1.339 -1.216 0.425
H -4.494 1.163 -1.258 0.577
H -3.647 3.640 -0.622 0.572
H 0.718 2.462 1.026 -0.154
H 1.227 4.142 0.767 0.666
H 1.066 3.048 -0.614 0.083
H -1.273 3.394 2.304 0.246
H -2.391 4.518 1.521 0.393
H -0.760 5.054 1.951 0.466
H -0.587 4.611 -1.783 0.323
H -0.260 5.743 -0.460 0.447
H -1.924 5.314 -0.863 0.369
C -1.175 0.045 -3.972 -0.968
Te 0.335 0.971 -2.786 0.425
C 1.661 0.372 -4.372 -0.939
C 0.768 0.090 -5.560 0.408
C 1.293 -0.013 -6.847 -0.663
C 0.459 -0.254 -7.927 -0.651
C -0.909 -0.408 -7.727 -0.619
C -1.435 -0.316 -6.449 -0.666
C -0.602 -0.062 -5.362 0.391
H -2.075 0.655 -3.937 0.682
H -1.405 -0.931 -3.543 0.346
H 2.243 -0.507 -4.095 0.392
H 2.352 1.186 -4.582 0.606
H 2.360 0.107 -7.001 0.455
H 0.872 -0.311 -8.927 0.408
H -1.565 -0.589 -8.569 0.414
H -2.501 -0.438 -6.293 0.469
```

Output
Largest force on an atom in hartree/bohr: 0.0549
Net charge: +1
Energy in a.u.: -3544.50286
Gap between HOMO and LUMO (spin up / spin down) in eV: 5.999 / 5.997
Multiplicity: 5
<S²>: 6.014